37
Properties=species:S:1:pos:R:3 method="wB97M-V/def2-TZVPD" smiles="O=C(NCc1cccs1)[C@@H]1CC(=O)N(c2ccc(F)cc2)C1" homo_ev=-8.6 de_lowest_kcal_mol=0.0 homo_lumo_gap_ha=0.3365
O -2.20743 -2.88526 0.72485
C -1.57389 -1.89470 0.43987
N -1.92779 -1.05257 -0.55813
C -3.19465 -1.16854 -1.24359
C -4.06074 0.02621 -1.01167
C -4.99736 0.57078 -1.83297
C -5.64041 1.69622 -1.26733
C -5.17783 1.99357 -0.02891
S -3.95326 0.90153 0.48327
C -0.28704 -1.50865 1.16492
C -0.35234 -0.12450 1.81343
C 0.97755 0.54200 1.50429
O 1.33181 1.60824 1.94658
N 1.67028 -0.25566 0.63811
C 2.95334 -0.00686 0.12993
C 3.41670 -0.71800 -0.97811
C 4.68541 -0.49423 -1.48008
C 5.49418 0.44588 -0.87169
F 6.73319 0.66454 -1.36101
C 5.05972 1.16467 0.22659
C 3.79309 0.93554 0.72613
C 0.92878 -1.43317 0.22514
H -1.40798 -0.20117 -0.70580
H -3.03514 -1.30216 -2.32012
H -3.66784 -2.07530 -0.84671
H -5.22517 0.18274 -2.80954
H -6.40872 2.25745 -1.76769
H -5.47361 2.78890 0.62533
H -0.12103 -2.27383 1.92643
H -0.49029 -0.17164 2.89298
H -1.15896 0.49793 1.41964
H 2.79622 -1.45060 -1.46739
H 5.04634 -1.04205 -2.33598
H 5.71051 1.89188 0.68488
H 3.44798 1.49567 1.57786
H 1.55664 -2.32359 0.31415
H 0.61403 -1.33776 -0.82162